Entry 1:
{"formula": "C54H34N8Ti", "method": "ωB97M-V/def2-TZVPD", "charge": -1, "largest_force_ev_per_a": 0.528, "s2": 0.76, "energy_ev": -91586.346, "lumo_energy_ev": [1.58, 1.72], "multiplicity": 2, "de_lowest_kj_mol": 444.13, "symbols": ["Ti", "C", "C", "C", "C", "C", "C", "C", "C", "C", "C", "C", "C", "C", "C", "C", "C", "C", "C", "C", "N", "C", "C", "C", "C", "C", "C", "C", "C", "C", "C", "C", "C", "N", "C", "C", "C", "C", "C", "N", "C", "C", "C", "C", "C", "C", "C", "C", "N", "H", "H", "H", "H", "H", "H", "H", "H", "H", "H", "H", "H", "H", "H", "H", "H", "H", "H", "H", "H", "H", "H", "H", "H", "H", "H", "H", "H", "C", "C", "C", "C", "C", "C", "C", "C", "N", "H", "H", "H", "H", "H", "H", "N", "C", "N", "C", "N"], "positions_angstrom": [[-1.273799, -0.265571, 0.624337], [-7.314897, 0.110817, -3.746023], [-6.568664, -1.037288, -3.534643], [-5.754266, -1.148068, -2.418181], [-5.663156, -0.111741, -1.494013], [-6.446023, 1.023611, -1.697681], [-7.255641, 1.138913, -2.817064], [-4.805776, -0.259117, -0.229595], [-4.016027, 0.959410, 0.299791], [-4.257966, 2.321929, 0.357737], [-3.370696, 2.863413, 1.324213], [-2.642406, 1.799535, 1.831944], [-1.631248, 1.774173, 2.899099], [-1.377346, 3.057485, 3.601920], [-1.694013, 3.238775, 4.944938], [-1.406679, 4.440032, 5.578411], [-0.813364, 5.476207, 4.871826], [-0.512290, 5.311293, 3.526014], [-0.790708, 4.108159, 2.898205], [-0.943508, 0.652330, 3.258969], [-0.947001, -0.519702, 2.503282], [-0.222598, -1.521562, 3.127845], [0.002334, -2.759275, 2.584389], [0.819900, -3.772331, 3.289776], [1.882902, -4.396205, 2.632658], [2.656429, -5.347208, 3.277613], [2.384264, -5.694228, 4.594811], [1.329144, -5.086218, 5.256378], [0.549087, -4.139738, 4.606698], [-0.575774, -3.129215, 1.291028], [-0.623266, -4.286768, 0.519560], [-1.392357, -3.998198, -0.645627], [-1.798626, -2.683918, -0.549901], [-1.282198, -2.180692, 0.618871], [-2.757569, -1.679145, -1.126461], [-3.838670, -1.456449, -0.308129], [-5.830872, -0.392876, 0.891422], [-5.893060, -1.396223, 1.765216], [-4.916607, -2.443031, 1.532979], [-4.068649, -2.497211, 0.638690], [-2.357286, -0.997703, -2.392462], [-2.924151, 0.185208, -2.877320], [-2.465330, 0.765971, -4.045700], [-1.432981, 0.184552, -4.767218], [-0.859522, -0.988090, -4.303152], [-1.311055, -1.566883, -3.126600], [0.287644, -0.918982, 4.367564], [-0.105823, 0.365773, 4.426476], [-3.032170, 0.632326, 1.202123], [-7.940912, 0.203015, -4.624402], [-6.612169, -1.851917, -4.246346], [-5.166585, -2.045224, -2.275520], [-6.430776, 1.827109, -0.976588], [-7.843861, 2.036483, -2.961035], [-4.977483, 2.889092, -0.208456], [-3.278613, 3.899766, 1.606378], [-2.170987, 2.433306, 5.491271], [-1.654426, 4.569417, 6.625155], [-0.585509, 6.411633, 5.367522], [-0.060356, 6.115048, 2.959464], [-0.553040, 3.982766, 1.848336], [2.097702, -4.119410, 1.608135], [3.479122, -5.814748, 2.750739], [2.989294, -6.437968, 5.098208], [1.099853, -5.357551, 6.279671], [-0.294139, -3.687603, 5.113982], [-0.194512, -5.241798, 0.778192], [-1.664444, -4.701173, -1.417980], [-6.501302, 0.456359, 0.955179], [-6.598509, -1.436275, 2.580513], [-3.674630, 0.710955, -2.314751], [-2.897794, 1.703314, -4.372292], [-1.066400, 0.654028, -5.671258], [-0.045613, -1.453032, -4.845375], [-0.833989, -2.462749, -2.753801], [0.889964, -1.441626, 5.094148], [0.114197, 1.079240, 5.205719], [0.903390, -0.242948, 0.293901], [1.544675, 1.039659, 0.627235], [1.679053, 2.079130, -0.304858], [2.151923, 3.324345, 0.065015], [2.535518, 3.558013, 1.385250], [2.457401, 2.524649, 2.320186], [1.979407, 1.288812, 1.937915], [3.020356, 4.848482, 1.783310], [3.419443, 5.878808, 2.107286], [1.287859, -1.059817, 0.908390], [0.983249, -0.496913, -0.768068], [1.383271, 1.907949, -1.331856], [2.212166, 4.123021, -0.662855], [2.758187, 2.702123, 3.344869], [1.917060, 0.494588, 2.669609], [-1.221173, 1.265140, -0.759711], [-1.243011, 2.365928, -1.154357], [-1.249726, 3.495955, -1.736750], [-1.487121, 4.611933, -1.073709], [-1.686744, 5.635205, -0.568166]], "atomic_forces_ev_per_a": [[0.23, -0.46, 0.11], [-0.02, 0.03, -0.01], [0.00, -0.02, 0.00], [-0.02, -0.02, 0.03], [0.02, 0.10, 0.00], [0.04, -0.02, 0.02], [-0.01, -0.01, -0.02], [-0.13, 0.14, -0.09], [0.07, -0.22, 0.11], [0.06, 0.03, 0.14], [-0.13, -0.10, -0.17], [0.27, -0.10, 0.22], [-0.18, 0.05, -0.12], [0.06, -0.04, 0.02], [0.01, -0.02, 0.01], [0.00, 0.03, 0.01], [0.01, 0.03, 0.01], [-0.01, 0.00, 0.02], [-0.02, 0.03, -0.02], [0.11, -0.21, 0.18], [-0.23, -0.01, -0.23], [0.07, 0.09, 0.09], [-0.09, -0.14, -0.14], [0.01, 0.06, -0.02], [-0.03, -0.01, 0.02], [0.00, 0.01, -0.01], [0.05, -0.04, -0.01], [-0.04, 0.02, 0.02], [0.00, -0.01, 0.01], [0.16, 0.18, 0.23], [-0.07, 0.04, -0.04], [0.02, -0.04, -0.02], [-0.18, -0.01, 0.38], [0.02, 0.05, -0.15], [0.09, 0.03, -0.30], [0.11, -0.32, 0.28], [-0.05, -0.06, 0.01], [0.20, 0.03, -0.04], [-0.03, -0.05, -0.25], [-0.04, 0.38, 0.11], [-0.09, -0.10, 0.02], [0.14, -0.03, -0.02], [-0.03, 0.05, 0.02], [0.02, -0.02, -0.04], [-0.01, -0.03, 0.02], [-0.06, 0.06, -0.03], [0.02, -0.18, -0.06], [-0.13, 0.20, -0.05], [0.03, 0.31, -0.11], [0.00, 0.00, 0.00], [0.01, 0.00, 0.00], [0.00, -0.02, -0.01], [0.00, -0.01, -0.02], [0.01, 0.00, 0.00], [0.03, 0.04, 0.02], [-0.02, 0.01, -0.02], [0.00, 0.00, -0.01], [0.00, -0.01, 0.00], [-0.02, 0.00, 0.00], [0.02, 0.00, 0.01], [0.00, -0.02, -0.01], [0.01, 0.00, -0.01], [0.01, -0.01, 0.01], [0.00, 0.00, 0.00], [0.01, 0.00, 0.00], [0.00, 0.00, 0.00], [0.01, -0.01, -0.01], [0.00, 0.00, -0.01], [-0.05, -0.04, -0.01], [0.01, 0.00, 0.00], [-0.01, 0.02, 0.04], [0.00, -0.01, 0.00], [-0.01, 0.00, -0.01], [0.01, 0.01, 0.00], [0.01, -0.01, -0.01], [0.02, 0.02, 0.00], [0.01, -0.02, 0.00], [-0.16, 0.20, 0.04], [-0.06, -0.05, 0.01], [0.01, 0.03, 0.03], [-0.03, -0.08, 0.00], [0.04, 0.08, 0.05], [-0.02, -0.01, -0.07], [0.01, 0.03, -0.02], [0.01, 0.03, 0.01], [-0.02, -0.02, 0.00], [-0.02, -0.02, -0.01], [-0.02, 0.02, -0.02], [0.00, 0.00, 0.00], [0.02, 0.00, 0.00], [0.02, 0.01, 0.00], [-0.02, -0.02, 0.01], [0.11, 0.20, -0.06], [-0.20, -0.20, -0.06], [0.14, -0.01, -0.10], [-0.10, 0.20, 0.11], [0.03, -0.04, -0.02]]}



Entry 2:
{"formula": "C54H39F5N6PPdS", "method": "ωB97M-V/def2-TZVPD", "charge": -1, "largest_force_ev_per_a": 0.676, "energy_ev": -102764.836, "lumo_energy_ev": 2.22, "symbols": ["Pd", "C", "N", "C", "N", "C", "C", "C", "C", "C", "C", "C", "C", "C", "C", "C", "C", "C", "C", "P", "C", "N", "C", "C", "N", "C", "C", "C", "C", "C", "C", "C", "C", "C", "C", "C", "C", "C", "C", "N", "C", "C", "N", "C", "C", "C", "C", "C", "C", "C", "C", "C", "C", "C", "C", "C", "H", "H", "H", "H", "H", "H", "H", "H", "H", "H", "H", "H", "H", "H", "H", "H", "H", "H", "H", "H", "H", "H", "H", "H", "H", "H", "H", "H", "H", "H", "H", "H", "H", "H", "H", "H", "H", "H", "H", "F", "C", "C", "F", "C", "F", "C", "S", "C", "F", "C", "F"], "positions_angstrom": [[0.030665, -0.299062, 0.369344], [-0.049748, 4.980202, -1.240098], [-0.025989, 4.099604, -0.085721], [0.139953, 2.734434, -0.100832], [0.145888, 2.264017, 1.121738], [-0.012240, 3.321459, 1.967630], [-0.119143, 4.485473, 1.234937], [-0.230337, 5.907546, 1.614744], [0.754573, 6.501903, 2.404186], [0.675065, 7.843658, 2.745435], [-0.389393, 8.615840, 2.298108], [-1.376584, 8.034597, 1.514304], [-1.297317, 6.690378, 1.176475], [-0.105363, 3.062540, 3.419697], [0.145539, 1.764434, 3.873606], [0.068590, 1.460313, 5.223089], [-0.265739, 2.442379, 6.147566], [-0.535648, 3.728956, 5.704139], [-0.458542, 4.037273, 4.352402], [0.177343, 1.755407, -1.652325], [1.638276, 0.674296, -1.322899], [2.120649, 0.278614, -0.147183], [3.139523, -0.597364, -0.401727], [3.278623, -0.756371, -1.760668], [2.344557, 0.073450, -2.336860], [2.111403, 0.228128, -3.758636], [4.272940, -1.492854, -2.555481], [3.892303, -2.349509, -3.587450], [4.848668, -3.024104, -4.334814], [6.198255, -2.858932, -4.057943], [6.586859, -2.020242, -3.019416], [5.633118, -1.342321, -2.277043], [3.704432, -1.364119, 0.723590], [3.474696, -0.908592, 2.024076], [3.921600, -1.632535, 3.117709], [4.601281, -2.830849, 2.937318], [4.820702, -3.299153, 1.649040], [4.374831, -2.575347, 0.551992], [-1.338956, 0.767078, -1.335550], [-1.933140, 0.545621, -0.157453], [-3.007862, -0.279585, -0.413334], [-3.060275, -0.562664, -1.751626], [-2.040778, 0.146292, -2.342183], [-1.583675, -0.017443, -3.709532], [-4.013298, -1.380772, -2.524898], [-4.002356, -2.766986, -2.400682], [-4.926511, -3.539143, -3.090870], [-5.864743, -2.935506, -3.918002], [-5.874011, -1.553034, -4.057327], [-4.951354, -0.780626, -3.364498], [-3.793495, -0.860738, 0.686510], [-5.127806, -1.236226, 0.528860], [-5.823632, -1.831776, 1.572133], [-5.198520, -2.058876, 2.790129], [-3.873479, -1.673839, 2.959937], [-3.177125, -1.077151, 1.920490], [0.536675, 4.534876, -2.038214], [0.376601, 5.944876, -0.974153], [-1.066645, 5.132604, -1.604947], [1.581963, 5.893624, 2.749936], [1.449582, 8.290548, 3.356603], [-0.450542, 9.664724, 2.560460], [-2.214741, 8.628456, 1.171404], [-2.079501, 6.233671, 0.581475], [0.387764, 1.002952, 3.142705], [0.268604, 0.448419, 5.555265], [-0.327781, 2.204135, 7.202536], [-0.813826, 4.499288, 6.413275], [-0.694600, 5.041674, 4.027884], [3.060871, 0.249571, -4.289780], [1.584415, 1.162225, -3.932569], [1.505607, -0.595929, -4.143584], [2.837815, -2.520340, -3.772484], [4.535262, -3.694357, -5.125794], [6.943614, -3.386852, -4.640147], [7.637624, -1.891712, -2.789646], [5.930411, -0.688706, -1.465731], [2.918096, 0.009969, 2.156228], [3.724656, -1.267561, 4.119217], [4.941190, -3.403557, 3.791622], [5.325584, -4.245352, 1.494403], [4.521365, -2.977477, -0.441903], [-2.385143, -0.448210, -4.303472], [-0.728134, -0.695914, -3.743489], [-1.306588, 0.948369, -4.129275], [-3.257513, -3.226499, -1.761039], [-4.909342, -4.617084, -2.986442], [-6.587375, -3.540106, -4.452979], [-6.606819, -1.076022, -4.697033], [-4.962505, 0.299691, -3.455236], [-5.627041, -1.054731, -0.414684], [-6.860218, -2.115427, 1.433440], [-5.739201, -2.533350, 3.600279], [-3.373989, -1.853842, 3.904500], [-2.142462, -0.782458, 2.038796], [0.457254, -7.332207, 1.582981], [0.373413, -6.204110, 0.853389], [0.330967, -6.257176, -0.524515], [0.376456, -7.456324, -1.137211], [0.242488, -5.094867, -1.264780], [0.204493, -5.231458, -2.601765], [0.192996, -3.813580, -0.695551], [0.073694, -2.374466, -1.648582], [0.245844, -3.816860, 0.707137], [0.224962, -2.662500, 1.395605], [0.329182, -4.968903, 1.465120], [0.371232, -4.899882, 2.806637]], "atomic_forces_ev_per_a": [[-0.15, -0.64, -0.15], [-0.02, -0.03, 0.04], [0.06, -0.05, -0.11], [-0.09, 0.15, -0.04], [0.11, 0.22, 0.02], [-0.08, -0.04, 0.10], [0.04, 0.08, -0.08], [0.02, -0.03, -0.03], [0.03, -0.01, -0.02], [-0.01, -0.01, 0.00], [-0.01, -0.03, -0.01], [0.02, -0.01, 0.01], [-0.04, 0.01, 0.03], [0.05, 0.00, -0.04], [0.03, 0.03, 0.01], [0.01, 0.02, 0.01], [-0.02, 0.00, -0.02], [0.02, -0.02, -0.02], [-0.04, 0.00, 0.01], [0.03, 0.15, 0.38], [0.18, 0.06, -0.10], [0.17, 0.46, 0.07], [-0.29, -0.37, 0.02], [0.22, 0.19, -0.05], [-0.14, 0.04, -0.10], [-0.05, -0.09, 0.05], [0.01, -0.05, -0.03], [-0.08, -0.10, 0.00], [0.00, 0.01, 0.02], [-0.01, 0.03, 0.05], [-0.01, -0.02, -0.02], [-0.01, 0.06, -0.04], [0.04, 0.07, 0.02], [0.06, 0.01, 0.00], [0.00, -0.01, -0.01], [0.00, 0.01, -0.05], [-0.01, 0.03, 0.02], [-0.03, -0.03, -0.02], [-0.18, 0.10, 0.11], [-0.31, 0.25, 0.02], [0.30, -0.18, -0.01], [-0.26, 0.16, -0.07], [0.26, -0.02, -0.17], [0.04, -0.04, 0.10], [0.04, -0.03, -0.02], [0.02, -0.07, 0.03], [0.01, 0.02, -0.01], [0.01, 0.03, 0.02], [0.03, -0.01, 0.02], [-0.02, -0.05, 0.00], [-0.05, 0.08, -0.03], [-0.02, 0.01, 0.02], [0.02, 0.02, -0.02], [0.05, 0.02, 0.00], [-0.04, -0.01, -0.02], [-0.06, 0.00, 0.01], [0.02, -0.03, -0.01], [0.01, 0.00, 0.02], [-0.02, 0.00, 0.02], [-0.01, 0.02, -0.01], [-0.01, -0.02, 0.00], [0.00, -0.01, 0.00], [0.00, -0.02, -0.01], [0.01, 0.01, 0.00], [0.01, -0.02, -0.01], [-0.01, 0.01, -0.02], [0.00, 0.00, -0.02], [0.00, 0.01, -0.01], [0.00, -0.01, 0.01], [0.03, -0.01, 0.01], [0.00, 0.04, 0.02], [0.04, 0.00, 0.01], [0.00, 0.01, 0.03], [-0.01, 0.01, 0.01], [-0.01, 0.00, 0.01], [-0.01, 0.00, 0.00], [0.00, 0.00, -0.02], [0.00, 0.00, 0.01], [0.00, 0.00, -0.03], [-0.01, 0.01, -0.01], [-0.01, 0.01, 0.00], [-0.01, 0.00, 0.03], [-0.03, 0.00, -0.01], [-0.05, -0.04, 0.01], [0.00, 0.04, 0.01], [0.01, 0.02, -0.03], [0.00, 0.02, 0.01], [0.02, 0.01, 0.01], [0.02, 0.00, 0.00], [-0.01, -0.01, 0.00], [0.00, -0.01, 0.00], [0.01, -0.01, -0.01], [0.01, 0.01, 0.00], [0.00, 0.02, -0.01], [0.07, -0.01, 0.00], [0.00, 0.01, -0.01], [0.01, -0.09, 0.05], [0.00, -0.08, -0.12], [-0.01, 0.05, 0.00], [0.00, 0.06, -0.04], [0.00, -0.02, 0.00], [0.04, -0.19, 0.04], [-0.02, -0.09, 0.04], [0.02, 0.09, -0.03], [-0.01, -0.26, 0.09], [0.01, 0.06, 0.09], [0.00, 0.02, -0.04]]}